i:
{"formula": "H2N2O3S2", "method": "ωB97M-V/def2-TZVPD", "symbols": ["N", "N", "O", "O", "O", "S", "S", "H", "H"], "positions_angstrom": [[-1.889, 1.912, 0.423], [2.909, 0.851, -1.102], [0.020, 1.677, -1.178], [-0.670, -0.362, -0.079], [1.458, 0.924, 0.963], [-0.723, 1.054, -0.172], [2.790, 0.538, 0.366], [-2.320, 1.351, 1.165], [2.152, 1.258, -1.555]], "molar_mass_g_mol": 142.16, "spin_multiplicity": 1, "lumo_energy_ev": -1.2, "homo_lumo_gap_ev": 9.97}

ii:
{"formula": "H2N2O3S2", "method": "ωB97M-V/def2-TZVPD", "symbols": ["N", "N", "O", "O", "O", "S", "S", "H", "H"], "positions_angstrom": [[-1.309, 1.104, -0.743], [-0.256, -2.159, 0.921], [1.020, 0.301, -1.654], [0.561, 2.716, -1.331], [0.418, 1.183, 0.625], [0.304, 1.366, -1.041], [-1.097, 0.665, 0.714], [0.708, -2.468, 0.763], [-0.348, -2.707, 1.747]], "molar_mass_g_mol": 142.16, "spin_multiplicity": 1, "lumo_energy_ev": [-1.5, -1.5], "homo_lumo_gap_ev": [10.01, 7.46]}

Quick one: most stable of them? i

i:
{"formula": "C4H12S", "method": "ωB97M-V/def2-TZVPD", "symbols": ["C", "S", "C", "H", "H", "H", "H", "H", "H", "C", "C", "H", "H", "H", "H", "H", "H"], "positions_angstrom": [[0.791, 1.198, 1.952], [1.863, 1.287, 0.515], [2.818, -0.237, 0.773], [1.365, 1.246, 2.884], [0.092, 2.031, 1.971], [0.254, 0.250, 1.973], [2.617, -0.876, -0.077], [2.498, -0.730, 1.684], [3.886, -0.033, 0.853], [-1.426, -0.610, -1.092], [-2.636, -0.401, -2.002], [-1.121, 0.315, -0.600], [-1.666, -1.359, -0.334], [-0.589, -0.954, -1.682], [-2.912, -1.362, -2.452], [-2.348, 0.191, -2.874], [-3.484, 0.044, -1.492]], "molar_mass_g_mol": 92.21, "spin_multiplicity": 1, "lumo_energy_ev": 1.0, "homo_lumo_gap_ev": 9.45, "smiles": "CSC.CC"}

ii:
{"formula": "C4H12S", "method": "ωB97M-V/def2-TZVPD", "symbols": ["C", "C", "C", "H", "H", "H", "H", "H", "H", "H", "H", "C", "S", "H", "H", "H", "H"], "positions_angstrom": [[-0.700, 0.775, 2.317], [-1.173, -0.476, 3.033], [-0.008, -1.559, 3.216], [0.028, 1.281, 2.962], [-1.652, 1.355, 2.405], [-0.400, 0.408, 1.325], [-2.007, -0.646, 2.361], [-1.542, -0.100, 4.090], [-0.532, -2.524, 3.562], [0.587, -1.663, 2.287], [0.676, -1.282, 4.028], [0.764, 0.396, -5.020], [2.267, 0.931, -5.963], [0.221, -0.279, -5.715], [1.296, -0.082, -4.223], [0.148, 1.237, -4.656], [2.027, 2.228, -6.009]], "molar_mass_g_mol": 92.21, "spin_multiplicity": 1, "lumo_energy_ev": 0.9, "homo_lumo_gap_ev": 9.92, "smiles": "CCC.CS"}

iii:
{"formula": "C4H12S", "method": "ωB97M-V/def2-TZVPD", "symbols": ["C", "S", "C", "H", "H", "H", "H", "H", "H", "C", "C", "H", "H", "H", "H", "H", "H"], "positions_angstrom": [[-2.782, 2.953, 0.254], [-1.290, 2.906, 1.268], [-0.884, 1.137, 1.139], [-2.688, 2.949, -0.836], [-3.420, 3.811, 0.458], [-3.376, 2.052, 0.421], [0.177, 0.945, 1.057], [-1.311, 0.485, 1.909], [-1.420, 0.828, 0.239], [2.006, -2.873, -0.237], [2.359, -1.651, -1.157], [0.963, -2.759, 0.106], [2.593, -2.745, 0.669], [1.879, -3.758, -0.860], [2.100, -0.676, -0.752], [3.324, -1.923, -1.589], [1.769, -1.681, -2.090]], "molar_mass_g_mol": 92.21, "spin_multiplicity": 1, "lumo_energy_ev": 0.9, "homo_lumo_gap_ev": 9.45, "smiles": "CSC.CC"}

Quick one: most stable of them? i

i:
{"formula": "C2H3ClN2O", "method": "ωB97M-V/def2-TZVPD", "symbols": ["C", "C", "N", "N", "O", "Cl", "H", "H", "H"], "positions_angstrom": [[-0.400, -0.613, -1.355], [-0.220, 0.281, 0.840], [-0.341, -0.210, -0.283], [1.525, -1.793, 1.883], [1.476, -0.777, 1.223], [0.843, -3.219, 0.922], [-0.366, -1.527, -1.918], [0.328, 1.144, 1.118], [-1.109, 0.162, 1.459]], "molar_mass_g_mol": 106.51, "spin_multiplicity": 1, "lumo_energy_ev": [-0.7, -0.7], "homo_lumo_gap_ev": [7.11, 7.11]}

ii:
{"formula": "C2H3ClN2O", "method": "ωB97M-V/def2-TZVPD", "symbols": ["C", "C", "N", "N", "O", "Cl", "H", "H", "H"], "positions_angstrom": [[-1.006, 0.198, 0.525], [1.289, 0.114, 0.015], [-1.613, -0.824, -0.148], [-2.304, -1.690, -0.469], [0.174, -0.108, 0.899], [-1.345, 1.813, -0.041], [0.933, 0.034, -0.990], [2.041, -0.597, 0.027], [1.833, 1.059, 0.184]], "molar_mass_g_mol": 106.51, "spin_multiplicity": 1, "lumo_energy_ev": 0.4, "homo_lumo_gap_ev": 8.50}

Quick one: most stable of them? ii

i:
{"formula": "C23H33N3O5S", "method": "ωB97M-V/def2-TZVPD", "symbols": ["C", "H", "O", "C", "C", "C", "C", "C", "C", "O", "C", "H", "H", "H", "H", "C", "N", "C", "C", "O", "C", "H", "H", "H", "C", "H", "H", "S", "O", "C", "C", "O", "N", "H", "C", "H", "C", "N", "C", "C", "C", "C", "C", "H", "H", "C", "H", "H", "H", "H", "H", "H", "H", "H", "H", "H", "H", "H", "H", "H", "H", "H", "H", "H", "H"], "positions_angstrom": [[-5.475, -2.604, -1.435], [-5.577, -1.564, -1.305], [-4.535, -3.098, -0.568], [-3.376, -2.784, -0.337], [-2.733, -3.649, 0.524], [-1.523, -3.259, 1.099], [-0.895, -2.243, 0.596], [-1.482, -1.366, -0.687], [-2.813, -1.659, -1.041], [-3.388, -1.036, -1.930], [-2.832, 0.277, -2.543], [-2.619, 0.967, -1.956], [-1.849, -0.437, -3.199], [-3.468, 0.549, -3.250], [-0.931, -0.604, -1.169], [0.479, -1.820, 0.928], [1.263, -0.881, 0.527], [2.423, -0.921, 1.141], [2.585, -1.959, 1.656], [1.233, -2.589, 1.684], [3.494, -2.772, 2.391], [3.027, -3.603, 3.034], [3.891, -2.034, 3.360], [4.316, -2.934, 1.996], [3.563, 0.257, 0.643], [3.319, 1.135, 0.750], [4.283, -0.175, 1.707], [4.601, -0.203, -0.680], [4.623, -1.856, -0.470], [3.241, -0.112, -1.822], [2.791, 1.487, -1.931], [3.359, 2.214, -2.608], [1.718, 1.651, -1.105], [1.273, 0.713, -0.607], [1.151, 2.880, -0.899], [1.395, 3.450, 0.174], [-0.288, 3.094, -1.383], [-1.115, 3.186, 0.261], [-1.180, 1.993, 0.805], [-0.965, 2.379, 2.352], [-1.902, 2.885, 3.151], [-2.615, 4.291, 2.513], [-3.370, 3.854, 1.038], [-4.053, 4.544, 0.849], [-3.939, 3.035, 1.098], [-2.250, 3.712, -0.260], [-2.127, 4.671, -0.596], [-2.850, 3.082, -0.983], [-1.600, 4.945, 1.914], [-3.249, 4.839, 3.012], [-1.605, 3.283, 3.941], [-2.797, 2.316, 3.065], [-0.438, 1.373, 2.670], [0.112, 2.792, 2.387], [-0.292, 1.180, 0.544], [-2.093, 1.543, 0.920], [-0.495, 3.959, -1.827], [-0.703, 2.269, -1.824], [1.798, 3.695, -1.535], [2.548, -0.778, -1.372], [3.727, -0.392, -2.938], [-0.922, -3.754, 1.905], [-3.246, -4.277, 1.077], [-6.605, -3.204, -1.368], [-5.074, -2.800, -2.482]], "molar_mass_g_mol": 463.60, "spin_multiplicity": 1, "lumo_energy_ev": 0.3, "homo_lumo_gap_ev": 8.13}

ii:
{"formula": "C23H33N3O5S", "method": "ωB97M-V/def2-TZVPD", "symbols": ["C", "C", "C", "C", "C", "C", "C", "S", "O", "O", "N", "C", "C", "C", "O", "C", "C", "N", "C", "O", "C", "O", "N", "C", "C", "C", "C", "C", "C", "C", "C", "C", "H", "H", "H", "H", "H", "H", "H", "H", "H", "H", "H", "H", "H", "H", "H", "H", "H", "H", "H", "H", "H", "H", "H", "H", "H", "H", "H", "H", "H", "H", "H", "H", "H"], "positions_angstrom": [[1.287, 4.302, 1.041], [-0.043, 3.632, 1.190], [-1.107, 4.288, 1.801], [-2.336, 3.672, 1.945], [-2.558, 2.377, 1.484], [-3.887, 1.717, 1.641], [-1.490, 1.733, 0.873], [-1.664, 0.081, 0.206], [-0.405, -0.277, -0.389], [-2.231, -0.818, 1.168], [-2.812, 0.321, -0.965], [-2.431, 1.030, -2.168], [-3.646, 1.823, -2.649], [-4.836, 0.870, -2.761], [-5.073, 0.184, -1.540], [-3.969, -0.529, -1.054], [-3.687, -1.831, -1.854], [-2.493, -2.470, -1.381], [-1.301, -2.265, -1.964], [-1.134, -1.711, -3.039], [-0.153, -2.838, -1.139], [-0.357, -3.506, -0.142], [1.042, -2.546, -1.667], [2.272, -2.692, -0.930], [2.747, -1.336, -0.387], [3.905, -1.484, 0.557], [5.131, -1.097, 0.230], [6.328, -1.223, 1.123], [6.055, -2.146, 2.307], [4.696, -1.814, 2.911], [3.600, -2.109, 1.890], [-0.258, 2.342, 0.726], [1.666, 4.614, 2.013], [2.009, 3.631, 0.584], [1.195, 5.193, 0.420], [-0.967, 5.293, 2.170], [-3.144, 4.203, 2.427], [-4.402, 1.663, 0.682], [-3.753, 0.699, 1.999], [-4.511, 2.270, 2.339], [-2.080, 0.335, -2.942], [-1.603, 1.688, -1.900], [-3.876, 2.604, -1.922], [-3.444, 2.284, -3.615], [-4.667, 0.156, -3.577], [-5.762, 1.414, -2.957], [-4.222, -0.813, -0.026], [-4.547, -2.497, -1.750], [-3.523, -1.606, -2.911], [-2.457, -2.841, -0.438], [1.020, -1.899, -2.445], [3.037, -3.131, -1.578], [2.057, -3.377, -0.108], [3.027, -0.698, -1.228], [1.896, -0.875, 0.123], [5.316, -0.637, -0.732], [7.178, -1.593, 0.543], [6.601, -0.226, 1.486], [6.051, -3.184, 1.966], [6.844, -2.040, 3.054], [4.528, -2.399, 3.817], [4.670, -0.757, 3.181], [2.635, -1.745, 2.250], [3.507, -3.193, 1.765], [0.529, 1.781, 0.245]], "molar_mass_g_mol": 463.60, "spin_multiplicity": 1, "lumo_energy_ev": 0.6, "homo_lumo_gap_ev": 9.34, "smiles": "Cc1ccc(C)c(S(=O)(=O)N2CCCO[C@H]2CNC(=O)C(=O)NCCC2=CCCCC2)c1"}

Quick one: most stable of them? ii